{"formula": "C4H12O3S", "method": "ωB97M-V/def2-TZVPD", "elements": ["O", "C", "C", "C", "C", "S", "H", "H", "H", "H", "H", "H", "H", "H", "H", "H", "O", "H", "H", "O"], "positions_angstrom": [[-2.11, 2.81, 0.48], [-1.98, 1.69, 0.07], [-0.70, 1.20, -0.55], [0.02, 0.24, 0.40], [0.88, -0.85, -0.21], [2.08, -1.51, 1.00], [-2.85, 1.01, 0.18], [-0.10, 2.08, -0.73], [-0.98, 0.69, -1.48], [0.63, 0.84, 1.07], [-0.66, -0.24, 1.12], [1.38, -0.58, -1.13], [0.25, -1.69, -0.51], [1.41, -1.08, 2.07], [1.01, 1.33, -2.70], [1.98, 0.71, -3.70], [1.94, 1.31, -2.95], [-0.61, -2.77, 3.29], [-0.49, -2.72, 1.79], [-1.08, -2.46, 2.51]], "nbo_charge": [-0.513, 0.440, -0.515, -0.422, -0.510, -0.045, 0.117, 0.234, 0.209, 0.218, 0.227, 0.233, 0.200, 0.122, 0.465, 0.470, -0.932, 0.471, 0.471, -0.942], "mol_weight_g_mol": 140.2, "homo_ev": -9.417, "e_tot_ha": -783.4830, "smiles": "O=CCCCS.O.O", "de_lowest_kj_mol": 8.6, "multiplicity": 1, "orbital_gap_ev": 9.959, "lumo_energy_ev": 0.54, "largest_force_ev_per_a": 1.0}